Here is 2 unconnected molecules or ions with the total composition C10H15N2OS at a distorted geometry from the Open Molecules 2025 dataset. Energies are from ωB97M-V/def2-TZVPD.

Computed properties:
**Calculated total energy**: -26466.6290 eV
**LUMO**: -4.7 eV
**Charge**: +1
**Spin multiplicity**: 1
**Energy relative to the best compared isomer or geometry (same formula, charge and spin)**: 62.3 kcal per mole
**Orbital gap**: 8.135 eV

Bonds (Å) are listed after each position.
Element x y z (Å)
1 C 1.22787 -3.67781 -1.39549  C2 1.375, C3 1.368, H15 1.143
2 C 1.93443 -3.10843 -0.36192  C1 1.375, C4 1.357, H16 1.179
3 C -0.07243 -3.30013 -1.59165  C1 1.368, C5 1.369, H17 1.072
4 C 1.33223 -2.25518 0.50482  C2 1.357, N11 1.339, H18 1.024
5 C -0.60652 -2.40837 -0.70092  C3 1.369, N11 1.302, H19 1.110
6 C 0.29985 0.63121 -0.68476  C10 1.502, N12 1.321, O13 1.216
7 C 1.38541 2.39959 -2.02746  N12 1.550, H20 1.093, H21 1.092, H22 1.124
8 C -0.14153 3.01675 -0.27031  N12 1.413, H23 1.087, H24 1.114, H25 1.154
9 C -2.79581 -0.13098 2.28828  S14 1.864, H26 1.108, H27 1.097, H28 1.076
10 C -0.48939 0.20236 0.51857  C6 1.502, S14 1.677, H29 1.108
11 N 0.04103 -1.94688 0.32972  C4 1.339, C5 1.302
12 N 0.31454 1.90904 -1.02031  C6 1.321, C7 1.550, C8 1.413
13 O 0.84521 -0.21948 -1.36166  C6 1.216
14 S -2.16539 0.14650 0.55633  C9 1.864, C10 1.677
15 H 1.82447 -4.34562 -2.10552  C1 1.143
16 H 3.10993 -3.16901 -0.42378  C2 1.179
17 H -0.71153 -3.61212 -2.39412  C3 1.072
18 H 1.83354 -1.89197 1.32057  C4 1.024
19 H -1.70029 -2.24148 -0.79552  C5 1.110
20 H 2.03046 2.86697 -1.27851  C7 1.093
21 H 1.69097 1.48266 -2.53616  C7 1.092
22 H 0.75141 3.14172 -2.58512  C7 1.124
23 H 0.71646 3.56652 0.10709  C8 1.087
24 H -0.59403 3.87659 -0.81514  C8 1.114
25 H -0.83475 2.84209 0.63548  C8 1.154
26 H -3.61939 0.57445 2.51407  C9 1.108
27 H -2.20470 0.15431 3.16721  C9 1.097
28 H -3.25375 -1.10390 2.33196  C9 1.076
29 H 0.14372 0.18380 1.42731  C10 1.108